# C5H9NO

A single C5H9NO molecule (ωB97M-V/def2-TZVPD, OMol25).

Structure (XYZ):
```
16
Properties=species:S:1:pos:R:3:forces:R:3
H 2.104 1.566 1.170 0.305 -0.087 0.105
N 2.137 0.550 1.046 -0.274 -0.017 -0.465
C 1.363 0.295 0.079 0.051 -0.112 0.062
C 0.936 -1.082 -0.349 0.077 0.089 0.155
C -0.500 -1.252 0.194 -0.034 0.086 -0.036
C -1.343 0.063 0.119 0.357 -0.151 0.077
C -0.666 1.339 -0.479 -0.876 -0.370 0.149
O 0.741 1.297 -0.629 0.480 -0.085 0.154
H 0.951 -1.205 -1.442 0.090 0.305 0.288
H 1.625 -1.805 0.094 -0.198 -0.012 -0.064
H -0.415 -1.584 1.236 -0.105 0.183 -0.206
H -1.028 -2.045 -0.345 0.188 0.073 0.071
H -2.206 -0.125 -0.514 -0.194 -0.010 0.161
H -1.704 0.280 1.132 0.019 0.063 -0.307
H -0.911 2.196 0.162 0.027 -0.095 -0.210
H -1.083 1.512 -1.473 0.087 0.139 0.065
```
Positions in Å, forces in eV/Å.

Values from the calculation:
multiplicity	1
SMILES	[H]/N=C1/CCCCO1
orbital gap	10.9	eV
molecular weight	99.1	g mol⁻¹
maximum force	0.019	Eh/bohr

What are the natural (NBO) partial charges on each atom? They are as follows, in elementary charge units:
1 H 0.344
2 N -0.658
3 C 0.569
4 C -0.487
5 C -0.386
6 C -0.447
7 C -0.061
8 O -0.542
9 H 0.220
10 H 0.235
11 H 0.214
12 H 0.210
13 H 0.216
14 H 0.215
15 H 0.177
16 H 0.181

***

# C5H9NO

A 2-piece molecular cluster, C5H9NO overall in a non-equilibrium geometry (ωB97M-V/def2-TZVPD, OMol25).

Structure (XYZ):
```
16
Properties=species:S:1:pos:R:3:forces:R:3
C -1.296 -0.769 -0.955 0.025 0.027 -0.097
C -0.780 0.271 -0.017 0.204 0.579 -0.567
C 0.510 0.653 0.054 -0.408 0.341 -0.577
C 1.590 0.084 -0.834 0.114 0.010 -0.095
C 0.812 1.813 0.844 0.156 0.909 0.453
N 1.020 2.783 1.446 -0.106 -0.940 -0.447
H -1.344 -0.287 -1.938 -0.088 -0.222 -0.111
H -2.296 -1.121 -0.691 0.209 0.136 0.038
H -0.635 -1.638 -1.031 -0.071 0.190 0.021
H -1.521 0.826 0.554 0.173 -0.038 -0.060
H 2.593 0.329 -0.477 -0.156 0.001 0.014
H 1.470 0.526 -1.828 0.175 -0.131 0.002
H 1.524 -1.004 -0.941 -0.065 0.210 0.084
O -0.667 -1.188 1.828 0.200 -0.437 0.849
H -1.126 -0.564 2.403 0.091 -0.178 0.111
H 0.147 -0.714 1.583 -0.454 -0.455 0.383
```
Positions in Å, forces in eV/Å.

Values from the calculation:
multiplicity	1
SMILES	C/C=C(\C)C#N.O
orbital gap	10.0	eV
molecular weight	99.1	g mol⁻¹
maximum force	0.020	Eh/bohr

What are the natural (NBO) partial charges on each atom? They are as follows, in elementary charge units:
1 C -0.663
2 C -0.006
3 C -0.258
4 C -0.630
5 C 0.266
6 N -0.330
7 H 0.229
8 H 0.233
9 H 0.229
10 H 0.214
11 H 0.233
12 H 0.226
13 H 0.223
14 O -0.920
15 H 0.471
16 H 0.483

***

# C5H9NO

A single C5H9NO molecule in a non-equilibrium geometry (ωB97M-V/def2-TZVPD, OMol25).

Structure (XYZ):
```
16
Properties=species:S:1:pos:R:3:forces:R:3
C -0.665 1.676 0.220 -0.016 -0.052 0.047
C 0.546 1.005 -0.376 -0.029 0.297 -0.239
N 1.625 0.603 0.537 0.696 0.414 0.090
C 0.908 -0.413 -0.191 0.717 0.188 0.037
C 0.053 -1.335 0.548 0.296 0.899 -2.138
C -1.149 -1.652 -0.697 -2.290 -1.573 7.477
O -1.790 -1.192 -1.606 2.372 -0.542 0.850
H -0.904 1.263 1.203 0.025 0.052 -0.120
H -0.481 2.747 0.348 -0.005 -0.150 -0.017
H -1.535 1.555 -0.435 0.116 0.001 0.078
H 0.851 1.412 -1.338 0.015 0.028 0.121
H 2.533 0.735 0.113 0.130 0.289 0.088
H 1.372 -0.910 -1.040 0.255 0.252 -0.007
H -0.346 -0.889 1.511 -0.568 -0.388 -1.564
H 0.588 -2.248 0.908 -0.742 0.233 -0.968
H -1.607 -2.359 0.294 -0.972 0.053 -3.735
```
Positions in Å, forces in eV/Å.

Values from the calculation:
multiplicity	1
SMILES	C[C@H]1N[C@H]1CC=O
orbital gap	9.0	eV
molecular weight	99.1	g mol⁻¹
maximum force	0.155	Eh/bohr

What are the natural (NBO) partial charges on each atom? They are as follows, in elementary charge units:
1 C -0.625
2 C -0.074
3 N -0.603
4 C -0.122
5 C -0.453
6 C 0.471
7 O -0.495
8 H 0.211
9 H 0.219
10 H 0.221
11 H 0.193
12 H 0.353
13 H 0.194
14 H 0.247
15 H 0.233
16 H 0.029

***

# C5H9NO

A single C5H9NO molecule in a non-equilibrium geometry (ωB97M-V/def2-TZVPD, OMol25).

Structure (XYZ):
```
16
Properties=species:S:1:pos:R:3:forces:R:3
C -1.213 -0.762 0.797 0.257 0.008 0.060
C -0.307 0.247 0.049 1.225 -0.194 0.430
C -0.238 -0.021 -1.463 0.712 -0.287 -0.302
C -0.671 1.637 0.378 0.034 0.843 0.315
N -0.784 2.734 0.734 -0.120 -1.122 -0.465
C 1.252 0.156 0.671 -1.396 0.310 -0.212
O 2.081 -0.750 0.005 -0.421 -0.224 -0.572
H -0.771 -1.755 0.668 -0.073 0.070 0.075
H -1.224 -0.520 1.865 0.030 -0.092 -0.138
H -2.262 -0.815 0.465 0.471 0.300 -0.179
H -0.924 -0.794 -1.815 -0.308 0.362 0.186
H 0.751 -0.474 -1.712 -1.031 0.476 -0.320
H -0.303 0.881 -2.074 -0.200 -0.128 0.113
H 1.694 1.167 0.676 -0.276 -0.311 -0.080
H 1.107 -0.187 1.700 0.225 0.076 -0.113
H 1.812 -0.743 -0.944 0.869 -0.088 1.202
```
Positions in Å, forces in eV/Å.

Values from the calculation:
multiplicity	1
SMILES	CC(C)(C#N)CO
orbital gap	11.3	eV
molecular weight	99.1	g mol⁻¹
maximum force	0.029	Eh/bohr

What are the natural (NBO) partial charges on each atom? They are as follows, in elementary charge units:
1 C -0.597
2 C -0.182
3 C -0.572
4 C 0.285
5 N -0.325
6 C -0.024
7 O -0.699
8 H 0.221
9 H 0.222
10 H 0.224
11 H 0.230
12 H 0.163
13 H 0.239
14 H 0.177
15 H 0.184
16 H 0.455

***

# C5H9NO

A single C5H9NO molecule in a non-equilibrium geometry (ωB97M-V/def2-TZVPD, OMol25).

Structure (XYZ):
```
16
Properties=species:S:1:pos:R:3:forces:R:3
C 1.601 0.506 1.182 0.018 0.135 -0.020
C 0.178 0.185 0.687 -0.093 0.283 -0.102
C -0.377 -0.891 1.529 2.125 -0.628 0.553
N -0.033 -1.789 2.171 -1.396 -0.246 0.203
C 0.183 -0.311 -0.760 0.029 0.081 -0.152
C -1.209 -0.278 -1.352 0.146 -0.353 -0.032
O -1.627 1.075 -1.307 -0.393 0.116 -0.130
H 1.946 1.394 0.643 0.038 -0.080 0.085
H 2.311 -0.310 0.990 -0.342 0.080 -0.010
H 1.625 0.719 2.255 -0.096 -0.015 -0.194
H -0.443 1.071 0.780 -0.008 0.146 -0.219
H 0.835 0.347 -1.342 -0.074 -0.022 -0.022
H 0.600 -1.326 -0.813 -0.083 0.229 0.057
H -1.882 -0.923 -0.764 0.100 0.125 -0.106
H -1.186 -0.659 -2.383 -0.056 0.091 0.123
H -2.575 1.113 -1.466 0.084 0.059 -0.034
```
Positions in Å, forces in eV/Å.

Values from the calculation:
multiplicity	1
SMILES	C[C@H](C#N)CCO
orbital gap	11.5	eV
molecular weight	99.1	g mol⁻¹
maximum force	0.044	Eh/bohr

What are the natural (NBO) partial charges on each atom? They are as follows, in elementary charge units:
1 C -0.583
2 C -0.317
3 C 0.256
4 N -0.308
5 C -0.403
6 C -0.064
7 O -0.730
8 H 0.211
9 H 0.215
10 H 0.223
11 H 0.250
12 H 0.217
13 H 0.222
14 H 0.166
15 H 0.170
16 H 0.475

***

# C5H9NO

A 2-piece molecular cluster, C5H9NO overall (ωB97M-V/def2-TZVPD, OMol25).

Structure (XYZ):
```
16
Properties=species:S:1:pos:R:3:forces:R:3
C 1.199 0.150 1.119 0.038 0.025 -0.011
C 0.325 -0.790 0.318 -0.122 0.207 0.199
C -1.080 -0.968 0.854 -0.005 -0.021 -0.022
C 0.651 -1.127 -1.058 0.152 -0.359 0.177
N 1.005 -2.026 -0.256 -0.110 0.280 -0.358
H 0.727 1.135 1.213 0.060 -0.160 -0.015
H 2.180 0.276 0.651 -0.129 -0.032 0.059
H 1.353 -0.248 2.129 -0.039 0.041 -0.116
H -1.047 -1.308 1.897 0.010 0.053 -0.130
H -1.635 -1.708 0.272 0.089 0.097 0.067
H -1.623 -0.016 0.825 0.084 -0.154 0.022
H 0.684 -0.952 -2.130 0.004 -0.029 0.138
C -0.682 1.893 -1.465 -0.151 0.099 0.386
O -1.087 2.174 -0.366 0.200 -0.079 -0.602
H 0.265 2.308 -1.867 -0.112 -0.046 0.100
H -1.237 1.207 -2.136 0.032 0.077 0.107
```
Positions in Å, forces in eV/Å.

Values from the calculation:
multiplicity	1
SMILES	CC1(C)C=N1.C=O
orbital gap	10.3	eV
molecular weight	99.1	g mol⁻¹
maximum force	0.012	Eh/bohr

What are the natural (NBO) partial charges on each atom? They are as follows, in elementary charge units:
1 C -0.637
2 C 0.038
3 C -0.638
4 C 0.030
5 N -0.308
6 H 0.227
7 H 0.213
8 H 0.216
9 H 0.214
10 H 0.214
11 H 0.231
12 H 0.201
13 C 0.278
14 O -0.499
15 H 0.113
16 H 0.110

***

# C5H9NO

C5H9NO as an isolated structure in a non-equilibrium geometry (ωB97M-V/def2-TZVPD, OMol25).

Structure (XYZ):
```
16
Properties=species:S:1:pos:R:3:forces:R:3
C 2.639 -0.327 -0.115 -0.053 -0.244 -0.078
C -0.514 1.754 -0.218 0.268 0.031 0.045
C -0.441 0.307 -0.064 -6.032 -2.695 -1.695
C 0.080 -0.809 0.208 6.538 2.343 1.531
C -2.691 -1.041 0.321 0.308 -0.027 0.310
O 1.550 -0.068 0.731 -1.325 -1.985 -0.053
N -1.973 -0.563 -0.591 0.687 2.671 -0.149
H 0.173 -1.867 0.074 -0.442 -0.062 0.129
H 2.574 0.219 -1.069 -0.031 -0.036 0.050
H 3.556 -0.018 0.400 -0.088 0.019 -0.056
H 2.735 -1.398 -0.347 0.044 0.073 -0.015
H -0.940 2.217 0.673 0.035 -0.031 0.001
H -1.152 1.992 -1.070 0.014 -0.086 0.014
H 0.490 2.145 -0.382 -0.050 0.045 0.055
H -2.361 -1.223 1.354 -0.031 0.365 0.069
H -3.724 -1.320 0.094 0.158 -0.381 -0.158
```
Positions in Å, forces in eV/Å.

Values from the calculation:
multiplicity	1
orbital gap	9.5	eV
molecular weight	99.1	g mol⁻¹
maximum force	0.138	Eh/bohr

What are the natural (NBO) partial charges on each atom? They are as follows, in elementary charge units:
1 C -0.247
2 C -0.685
3 C 0.234
4 C 0.054
5 C -0.092
6 O -0.635
7 N -0.436
8 H 0.245
9 H 0.150
10 H 0.184
11 H 0.154
12 H 0.246
13 H 0.252
14 H 0.256
15 H 0.146
16 H 0.174

***

# C5H9NO

A single C5H9NO molecule in a non-equilibrium geometry (ωB97M-V/def2-TZVPD, OMol25).

Structure (XYZ):
```
16
Properties=species:S:1:pos:R:3:forces:R:3
C -0.900 1.678 -1.979 -1.286 -0.679 -0.855
N -0.279 0.693 -1.492 2.840 1.019 -0.742
C 0.491 0.873 -0.230 -2.629 0.036 0.759
C -0.197 0.179 0.956 1.001 -0.056 0.315
C -0.290 -1.323 0.740 -0.663 -0.938 -0.344
C 1.004 -2.062 0.970 0.990 1.781 -0.754
O 1.557 -2.751 0.155 -0.311 -0.548 0.264
H -1.722 2.252 -1.518 0.952 0.781 0.875
H -0.814 1.910 -3.053 -0.614 -0.772 -0.101
H 1.529 0.582 -0.381 -0.163 -0.327 -0.206
H 0.467 1.943 -0.039 0.344 0.145 0.311
H -1.175 0.621 1.118 -0.188 -0.021 -0.141
H 0.384 0.417 1.856 -0.050 -0.142 0.067
H -0.600 -1.503 -0.292 0.070 -0.137 -0.009
H -1.044 -1.836 1.351 -0.041 0.402 0.230
H 1.589 -1.672 1.838 -0.250 -0.543 0.329
```
Positions in Å, forces in eV/Å.

Values from the calculation:
multiplicity	1
SMILES	C=NCCCC=O
orbital gap	9.1	eV
molecular weight	99.1	g mol⁻¹
maximum force	0.060	Eh/bohr

What are the natural (NBO) partial charges on each atom? They are as follows, in elementary charge units:
1 C 0.014
2 N -0.453
3 C -0.229
4 C -0.405
5 C -0.529
6 C 0.446
7 O -0.506
8 H 0.131
9 H 0.151
10 H 0.211
11 H 0.185
12 H 0.215
13 H 0.204
14 H 0.241
15 H 0.231
16 H 0.091

***

# C5H9NO

A single C5H9NO molecule in a non-equilibrium geometry (ωB97M-V/def2-TZVPD, OMol25).

Structure (XYZ):
```
16
Properties=species:S:1:pos:R:3:forces:R:3
C -1.016 -0.930 0.653 0.001 -0.019 0.032
C -0.255 0.249 0.029 -0.119 0.095 -0.183
C -0.405 0.225 -1.506 -0.058 -0.010 -0.142
C -0.815 1.524 0.521 -0.368 0.915 0.291
N -1.232 2.537 0.895 0.390 -0.998 -0.348
C 1.222 0.220 0.467 0.207 0.193 0.111
O 1.659 -1.127 0.412 0.266 0.011 -0.159
H -0.572 -1.853 0.273 -0.156 0.095 0.096
H -0.913 -0.919 1.741 -0.070 -0.036 -0.118
H -2.078 -0.899 0.388 0.215 0.060 0.058
H -1.465 0.245 -1.776 0.103 -0.035 0.061
H 0.031 -0.687 -1.925 0.005 0.106 0.186
H 0.064 1.091 -1.987 0.013 -0.135 0.210
H 1.810 0.873 -0.198 -0.124 -0.178 0.083
H 1.321 0.625 1.487 -0.116 -0.174 -0.170
H 2.619 -1.165 0.500 -0.190 0.109 -0.007
```
Positions in Å, forces in eV/Å.

Values from the calculation:
multiplicity	1
SMILES	CC(C)(C#N)CO
orbital gap	11.5	eV
molecular weight	99.1	g mol⁻¹
maximum force	0.022	Eh/bohr

What are the natural (NBO) partial charges on each atom? They are as follows, in elementary charge units:
1 C -0.591
2 C -0.179
3 C -0.593
4 C 0.296
5 N -0.329
6 C -0.043
7 O -0.729
8 H 0.235
9 H 0.221
10 H 0.218
11 H 0.220
12 H 0.224
13 H 0.219
14 H 0.174
15 H 0.176
16 H 0.481

***

# C5H9NO

A 2-piece molecular cluster, C5H9NO overall in a non-equilibrium geometry (ωB97M-V/def2-TZVPD, OMol25).

Structure (XYZ):
```
16
Properties=species:S:1:pos:R:3:forces:R:3
C -1.320 0.582 -0.278 0.237 0.953 -2.150
C 0.032 0.270 -0.893 0.082 -0.081 2.130
C 0.607 0.547 -2.124 2.254 2.643 -0.684
C 2.005 0.390 -2.008 -1.685 -3.566 -0.090
N 2.145 -0.369 -0.848 2.205 0.913 0.628
C 1.042 -0.289 -0.077 -2.050 0.249 -1.809
H -1.298 0.309 0.769 -0.541 -0.185 0.022
H -1.556 1.673 -0.396 0.337 -0.791 0.412
H -2.070 0.105 -0.930 -0.153 -0.204 0.907
H 0.443 1.261 -2.927 -1.511 -0.468 -0.086
H 2.583 -0.006 -2.846 0.433 0.972 0.132
H 3.094 -0.584 -0.556 -0.594 -0.261 0.317
H 0.776 -0.681 0.888 0.981 -0.172 0.280
O -2.482 -1.025 4.004 -1.149 0.129 -0.328
H -1.955 -1.685 3.546 0.519 0.375 0.582
H -2.044 -0.499 4.676 0.635 -0.505 -0.262
```
Positions in Å, forces in eV/Å.

Values from the calculation:
multiplicity	1
SMILES	Cc1cc[nH]c1.O
orbital gap	8.9	eV
molecular weight	99.1	g mol⁻¹
maximum force	0.077	Eh/bohr

What are the natural (NBO) partial charges on each atom? They are as follows, in elementary charge units:
1 C -0.625
2 C -0.091
3 C -0.296
4 C -0.118
5 N -0.493
6 C -0.071
7 H 0.216
8 H 0.214
9 H 0.219
10 H 0.223
11 H 0.202
12 H 0.406
13 H 0.212
14 O -0.963
15 H 0.481
16 H 0.482

***

Ordered HOMO results: -9.96, -9.37, -8.70, -10.74, -10.73, -9.69, -8.45, -8.70, -10.94, -8.18; unit eV.